# 1
{"formula": "C19H31N2O7", "method": "ωB97M-V/def2-TZVPD", "symbols": ["O", "O", "O", "O", "O", "O", "O", "N", "N", "C", "C", "C", "C", "C", "C", "C", "C", "C", "C", "C", "C", "C", "C", "C", "C", "C", "C", "C", "H", "H", "H", "H", "H", "H", "H", "H", "H", "H", "H", "H", "H", "H", "H", "H", "H", "H", "H", "H", "H", "H", "H", "H", "H", "H", "H", "H", "H", "H", "H"], "coordinates": [[-2.8301, 0.3836, 2.6139], [-1.6549, 2.1695, -1.2524], [-1.8052, -1.6689, 2.5865], [2.6065, -0.6103, 3.2755], [1.0286, 1.5981, -1.5025], [2.2998, 3.0390, -0.3196], [1.9469, 1.3097, 2.1998], [0.4252, -0.3062, 3.0989], [-0.5949, 0.3854, 2.7886], [-1.3322, 2.8215, -0.2692], [0.0285, 3.0489, 0.1565], [-4.3777, -1.0891, 3.8641], [3.3753, 2.4958, -1.0833], [1.6886, 0.2695, 2.7876], [-1.7681, -0.4591, 2.6685], [4.2197, 1.0439, 4.1304], [0.4140, 3.8675, 1.3099], [-5.1123, 0.9763, 2.6525], [-2.4468, 3.4500, 0.6151], [4.7424, -1.4040, 3.9195], [1.1119, 2.4669, -0.6568], [-0.7472, 4.3418, 2.2106], [4.0295, -0.2065, 3.2956], [-1.9974, 4.6720, 1.3910], [-4.3973, -1.0977, 1.4232], [4.6849, 3.0299, -0.5614], [-4.1728, -0.2241, 2.6367], [4.5349, 0.0552, 1.8943], [5.8157, -1.2234, 4.0196], [3.8559, 0.8896, 5.1507], [4.7412, 4.1163, -0.6831], [-2.8013, 5.0086, 2.0567], [-1.7739, 5.4882, 0.6929], [-4.9588, 1.6040, 1.7665], [3.6876, 1.8824, 3.6694], [5.5066, 2.5806, -1.1268], [3.3329, 1.4003, -1.0189], [-3.7149, -1.9516, 1.4733], [-0.9662, 3.5395, 2.9335], [4.4640, -0.8464, 1.2755], [4.3454, -1.6164, 4.9186], [-5.4260, -1.4781, 1.4261], [-3.7055, -1.9508, 3.8177], [4.6135, -2.2982, 3.2983], [3.2312, 2.7708, -2.1378], [-0.4119, 5.2175, 2.7804], [-6.1610, 0.6629, 2.6662], [4.8240, 2.7850, 0.4977], [5.5848, 0.3758, 1.9179], [-4.2027, -0.5255, 4.7858], [1.1088, 3.2589, 1.9183], [5.2824, 1.3066, 4.1804], [-2.7706, 2.6522, 1.3059], [-4.2330, -0.5423, 0.4943], [-5.4077, -1.4645, 3.8813], [-3.2910, 3.6875, -0.0417], [0.9815, 4.7535, 0.9603], [3.9413, 0.8574, 1.4457], [-4.9327, 1.5852, 3.5478]], "lowdin_charge": [0.03, -0.02, 0.10, 0.02, 0.05, -0.05, 0.11, 0.15, 0.19, -0.43, -0.12, -0.04, -0.26, -0.45, -0.47, -0.03, -0.21, -0.03, -0.14, -0.03, -0.49, -0.20, -0.57, -0.22, -0.03, -0.08, -0.58, -0.03, 0.09, 0.09, 0.07, 0.09, 0.11, 0.09, 0.09, 0.07, 0.12, 0.08, 0.10, 0.10, 0.09, 0.09, 0.08, 0.09, 0.12, 0.09, 0.09, 0.06, 0.10, 0.09, 0.08, 0.09, 0.09, 0.10, 0.09, 0.10, 0.11, 0.06, 0.09], "gap_ev": 3.79, "total_energy_ev": -37518.6723, "charge": -1}



# 2
{"formula": "C42H61BF4N10", "method": "ωB97M-V/def2-TZVPD", "symbols": ["F", "F", "F", "F", "N", "N", "N", "N", "N", "N", "N", "N", "N", "N", "C", "C", "C", "C", "C", "C", "C", "C", "C", "C", "C", "C", "C", "C", "C", "C", "C", "C", "C", "C", "C", "C", "C", "C", "C", "C", "C", "C", "C", "C", "C", "C", "C", "C", "C", "C", "C", "C", "C", "C", "C", "C", "B", "H", "H", "H", "H", "H", "H", "H", "H", "H", "H", "H", "H", "H", "H", "H", "H", "H", "H", "H", "H", "H", "H", "H", "H", "H", "H", "H", "H", "H", "H", "H", "H", "H", "H", "H", "H", "H", "H", "H", "H", "H", "H", "H", "H", "H", "H", "H", "H", "H", "H", "H", "H", "H", "H", "H", "H", "H", "H", "H", "H", "H"], "coordinates": [[0.3187, -1.3818, -1.1940], [-1.4415, -1.9068, -2.6121], [0.1442, -0.2586, -3.1096], [-1.4794, 0.1100, -1.4651], [3.9546, 0.3674, -4.3033], [3.9068, 2.5770, -4.0793], [-2.3335, 1.9741, -6.0942], [3.2663, 3.9103, 10.1082], [0.1532, -4.1880, 1.3300], [-7.3022, -0.8259, 5.7278], [-7.0253, 0.7744, 4.3537], [-2.1454, -3.3494, -10.6957], [7.2852, 4.6722, 4.4652], [-1.1741, -5.8694, 1.3673], [2.3494, -1.4831, -4.9663], [-3.3491, -1.5950, -9.4664], [-2.0143, -0.3677, -6.4825], [7.7786, 4.4968, 5.6821], [4.8223, 4.7332, 7.9381], [-1.8699, -4.8316, 0.6522], [-2.1082, -4.4545, -11.6919], [5.1607, 0.8864, -4.8110], [3.5988, 4.1203, 7.7697], [-6.5796, 0.2837, 5.4870], [2.8724, 3.7062, 8.8607], [-3.3338, -2.7533, -10.3052], [1.4042, -3.4117, 1.4993], [-8.0380, 0.0147, 3.8379], [3.4164, 3.9641, -3.8034], [-8.1932, -1.0383, 4.6836], [-2.3451, 2.1808, -7.4033], [-1.0550, -3.0942, -9.9397], [3.5844, -1.0424, -4.0939], [5.2286, 4.9683, 9.2417], [-6.5078, 2.0376, 3.7485], [2.4785, 3.4071, 11.1954], [-0.0360, -5.4274, 1.7500], [-7.1599, -1.6948, 6.9201], [-7.7012, -3.0630, 6.7466], [-2.0807, 0.7049, -5.6283], [-2.2825, 1.1662, -8.3179], [-1.0038, -2.0643, -9.0108], [6.9698, 4.6072, 6.8168], [-2.1227, -1.2501, -8.8283], [8.1334, 4.3549, 3.3396], [-1.5714, -8.0972, 0.4405], [-2.4446, 3.0668, -5.1199], [-2.1792, -0.1505, -7.8354], [5.1461, 5.3118, 5.4045], [5.1423, 2.2335, -4.6360], [4.4082, 4.6247, 10.3064], [5.6122, 4.9406, 6.6945], [3.1958, 1.3904, -3.9013], [-1.6787, -7.2214, 1.6571], [6.0239, 5.0969, 4.3567], [-0.9499, -3.7980, 0.6028], [-0.6616, -0.8823, -2.0535], [-5.4493, 2.0781, 3.9706], [7.3859, 4.4192, 7.7899], [-6.8083, 1.9695, 2.7098], [-1.4591, -5.2701, -11.3292], [-0.1455, -3.6742, -10.1787], [-5.7616, 0.7106, 6.0966], [1.7844, -3.7815, 2.4531], [8.7804, 5.1386, 2.9664], [0.7048, -5.9756, 2.3323], [-8.7808, -2.9583, 6.5244], [5.9789, 0.2967, -5.2528], [8.7593, 4.1189, 5.7135], [-7.4701, -1.1573, 7.8042], [-2.3821, 3.2566, -7.6934], [-1.7581, -1.3650, -6.0762], [-1.7769, -9.1354, 0.5783], [4.1596, 4.6796, -4.1882], [4.6863, 4.8684, 11.3422], [-1.1386, -2.7663, 0.2786], [1.4611, -0.8938, -4.7912], [1.9064, 3.2110, 8.7797], [-2.3068, -7.7728, -0.3026], [2.4667, 4.1031, -4.3258], [3.2557, 4.1400, -2.7496], [4.1268, 5.6335, 5.2581], [-7.6628, -3.6063, 7.6685], [7.4821, 4.2472, 2.4886], [5.6224, 5.1690, 3.3263], [1.5460, 3.0933, 10.8327], [-8.7630, -1.9130, 4.5922], [-1.0600, -7.5707, 2.4745], [-3.1728, -4.7335, -11.7103], [-3.3879, 3.5759, -5.3783], [-4.2738, -3.0252, -10.8739], [-6.1060, -1.6361, 7.1021], [3.2067, -1.1943, -3.0886], [2.0494, -3.5895, 0.6539], [6.1399, 5.4587, 9.4842], [2.5591, -1.3921, -6.0053], [-7.0747, 2.8536, 4.2083], [-2.0909, 0.5710, -4.5560], [-8.5855, 0.0841, 2.8920], [2.2397, 4.2018, 11.8607], [3.1548, 3.8703, 6.7901], [-1.7368, -3.9768, -12.5774], [-2.3172, 2.6077, -4.1481], [2.2130, 1.1986, -3.4796], [-7.3125, -3.6684, 5.9370], [1.2629, -2.3451, 1.6678], [-2.2073, 1.4345, -9.3778], [-1.6099, 3.7549, -5.3243], [-4.3283, -1.0750, -9.2989], [-0.5884, -8.0823, -0.0340], [4.3837, -1.6898, -4.3622], [-0.0368, -1.9823, -8.5799], [8.7231, 3.4472, 3.5469], [-2.6782, -7.2522, 2.0772], [2.9465, 2.6566, 11.7957], [-2.8726, -5.0168, 0.2537], [2.0732, -2.5123, -4.7639], [5.8558, 2.9820, -4.9393]], "lowdin_charge": [0.09, 0.10, 0.00, 0.08, -0.04, -0.07, -0.09, -0.07, -0.08, -0.03, -0.11, -0.08, -0.08, -0.04, -0.05, 0.08, 0.06, 0.04, -0.13, 0.07, 0.07, 0.01, 0.04, -0.02, 0.01, 0.06, 0.03, 0.00, 0.03, 0.02, -0.01, 0.01, -0.11, 0.06, 0.05, 0.04, -0.07, -0.17, -0.06, 0.05, 0.06, 0.05, 0.08, -0.14, 0.04, -0.06, 0.05, -0.14, 0.07, 0.00, 0.07, -0.10, 0.02, -0.16, 0.01, 0.01, -1.22, 0.10, 0.14, 0.10, 0.13, 0.17, 0.19, 0.10, 0.13, 0.19, 0.10, 0.15, 0.15, 0.14, 0.18, 0.16, 0.08, 0.11, 0.18, 0.14, 0.04, 0.16, 0.09, 0.10, 0.09, 0.14, 0.09, 0.10, 0.16, 0.09, 0.12, 0.12, 0.11, 0.13, 0.17, 0.11, 0.13, 0.10, 0.14, 0.06, 0.11, 0.14, 0.16, 0.12, 0.15, 0.11, 0.10, 0.16, 0.09, 0.10, 0.16, 0.12, 0.16, 0.09, 0.12, 0.13, 0.13, 0.13, 0.13, 0.14, 0.09, 0.14], "gap_ev": 7.28, "total_energy_ev": -70939.7385, "charge": 6}



# 3
{"formula": "C4H7NOS", "method": "ωB97M-V/def2-TZVPD", "symbols": ["S", "O", "N", "C", "C", "C", "C", "H", "H", "H", "H", "H", "H", "H"], "coordinates": [[1.0328, 1.9027, 2.0745], [-0.3140, -1.9258, -1.4825], [0.4590, -0.1839, -0.3327], [-1.9331, -0.7493, 0.0227], [2.1555, 1.2517, 0.7309], [0.7990, 1.0707, 0.2337], [-0.5354, -0.9045, -0.6022], [0.3917, 1.9116, -0.2904], [-2.5219, 0.0108, -0.5821], [-1.1015, -2.2613, -1.8536], [-1.6224, -0.5937, 1.0877], [2.8656, 1.8709, 0.2772], [2.7600, 0.2922, 0.8645], [-2.4354, -1.6922, -0.1478]], "lowdin_charge": [0.64, 0.09, 0.11, 0.01, -0.50, -0.50, -0.43, 0.09, 0.11, 0.08, 0.10, 0.04, 0.10, 0.06], "gap_ev": 9.00, "total_energy_ev": -18632.0472, "smiles": "C/C(O)=N\\[C@@H]1CS1", "e_above_lowest_ev": 2.502}



# 4
{"formula": "C5H8O", "method": "ωB97M-V/def2-TZVPD", "symbols": ["O", "C", "C", "C", "C", "C", "H", "H", "H", "H", "H", "H", "H", "H"], "coordinates": [[0.2384, -0.4821, 1.1461], [1.3521, -0.0024, -0.9278], [-2.0847, 0.1223, 0.6203], [-0.0949, 0.3915, -0.9198], [1.5526, -0.4130, 0.5455], [-0.6419, 0.0639, 0.2472], [-0.6123, 0.8426, -1.7543], [-2.3128, 0.8176, 1.4353], [1.9920, 0.8378, -1.2112], [2.0408, -1.3854, 0.6674], [1.5432, -0.8285, -1.6272], [-2.4258, -0.8741, 0.9173], [2.1376, 0.3360, 1.0909], [-2.6496, 0.4288, -0.2649]], "lowdin_charge": [-0.05, -0.16, -0.02, -0.06, -0.15, -0.37, 0.11, 0.08, 0.10, 0.12, 0.11, 0.09, 0.12, 0.08], "gap_ev": 9.32, "total_energy_ev": -7361.4552, "smiles": "CC1=CCCO1", "e_above_lowest_ev": 0.800}



# 5
{"formula": "C2H2N2O", "method": "ωB97M-V/def2-TZVPD", "symbols": ["O", "N", "N", "C", "C", "H", "H"], "coordinates": [[-0.5234, 3.0128, -0.3947], [0.3029, -1.3415, 0.1612], [-0.4619, 0.8360, -1.2287], [-0.5038, 1.9242, -0.7602], [0.7167, -1.9099, 1.0725], [-0.5300, -0.0519, -0.7477], [0.9995, -2.4697, 1.8976]], "lowdin_charge": [0.15, 0.09, 0.16, -0.45, 0.02, -0.01, 0.05], "gap_ev": 11.05, "total_energy_ev": -7133.2005, "smiles": "N=C=O.C#N", "e_above_lowest_ev": 0.643}



# 6
{"formula": "C22H29F12I2O9", "method": "ωB97M-V/def2-TZVPD", "symbols": ["I", "I", "F", "F", "F", "F", "F", "F", "F", "F", "F", "F", "F", "F", "O", "O", "O", "O", "O", "O", "O", "O", "O", "C", "C", "C", "C", "C", "C", "C", "C", "C", "C", "C", "C", "C", "C", "C", "C", "C", "C", "C", "C", "C", "C", "H", "H", "H", "H", "H", "H", "H", "H", "H", "H", "H", "H", "H", "H", "H", "H", "H", "H", "H", "H", "H", "H", "H", "H", "H", "H", "H", "H", "H"], "coordinates": [[-3.7462, -1.9168, 5.5629], [-2.5127, -4.4111, 3.1718], [3.3840, -1.4205, 0.4197], [-0.4617, 2.4822, -5.1788], [0.5682, 5.7482, -2.1161], [-0.9774, 1.7265, -7.1587], [0.8116, -10.7645, 0.4955], [1.3045, -1.6920, 1.0120], [1.0722, 2.3281, -6.7190], [2.5049, 6.1654, -1.2039], [1.8610, -1.8043, -1.0937], [2.7483, -10.3473, 1.4078], [1.0880, 4.8504, -0.1978], [1.3314, -11.6623, 2.4138], [2.8794, 0.9545, -0.8132], [-0.1863, 7.1582, 0.7546], [0.0571, -9.3545, 3.3663], [-4.9296, -0.3214, 2.0146], [0.8891, 0.9944, 0.3281], [1.2852, -0.3879, -6.0593], [1.2020, -8.1391, 1.7924], [-0.7171, -0.2193, -4.9512], [0.9586, 8.3736, -0.8193], [-5.2722, -0.1740, 0.5894], [1.1947, 10.0081, 0.9617], [1.1800, 6.0004, -0.9233], [1.8644, 0.3774, -0.0941], [-0.0125, 1.6906, -6.1952], [0.2933, 0.2645, -5.7420], [2.1009, -1.1232, 0.0636], [0.5726, 7.2071, -0.2106], [2.7512, 2.3611, -1.0710], [-1.7851, -1.7441, 1.1869], [-4.2705, 0.8944, 2.5464], [0.4155, 9.5835, -0.2693], [-0.5705, -1.5730, -4.4956], [0.6588, -6.9291, 2.3424], [3.1933, 3.1682, 0.1356], [-2.4221, -2.2432, 2.6505], [-2.8654, 0.4243, 3.2939], [1.4234, -10.5122, 1.6883], [0.3538, -1.6354, -3.2937], [-2.9231, -1.1976, 3.6169], [0.8160, -9.3056, 2.4010], [1.4380, -6.5045, 3.5734], [0.0041, -0.9627, -2.5039], [-1.1310, -2.6270, 0.7561], [0.7504, -6.1596, 1.5687], [-2.6537, -1.4073, 0.4776], [-4.0907, 1.7285, 1.7334], [-0.2251, -2.2234, -5.3075], [-4.3155, -0.0466, -0.0725], [-2.8078, 0.9734, 4.3426], [1.1016, 9.2682, 1.7626], [-1.0811, -0.8280, 1.4656], [0.4049, -2.6530, -2.8965], [-1.5681, -1.9208, -4.2077], [-6.0393, 0.7023, 0.3781], [-4.9772, 1.3255, 3.3990], [-5.8080, -1.1769, 0.2335], [4.2083, 2.8876, 0.4355], [2.2615, 10.0942, 0.7312], [1.3667, -1.3158, -3.5574], [0.8336, 10.9701, 1.3362], [2.5049, -6.4184, 3.3428], [-0.4098, -7.0429, 2.5577], [1.0770, -5.5426, 3.9479], [1.3450, -7.2445, 4.3743], [-0.6532, 9.4698, -0.0540], [2.5444, 2.9795, 0.9963], [3.4027, 2.5887, -1.9213], [1.7280, 2.6114, -1.3740], [0.5071, 10.3531, -1.0430], [3.1717, 4.2391, -0.0853]], "lowdin_charge": [0.45, 0.55, 0.14, 0.14, 0.15, 0.14, 0.14, 0.14, 0.14, 0.13, 0.12, 0.14, 0.13, 0.14, 0.01, 0.15, 0.14, -0.30, 0.15, 0.14, 0.01, 0.01, 0.01, -0.16, -0.07, -0.46, -0.32, -0.47, -0.33, -0.46, -0.32, -0.21, -0.17, -0.28, -0.21, -0.20, -0.22, -0.07, -0.72, -0.23, -0.47, -0.07, -0.72, -0.33, -0.06, 0.08, 0.05, 0.13, 0.05, 0.10, 0.13, 0.08, 0.03, 0.08, 0.07, 0.09, 0.13, 0.09, 0.10, 0.10, 0.09, 0.08, 0.08, 0.08, 0.08, 0.09, 0.08, 0.08, 0.13, 0.09, 0.13, 0.12, 0.12, 0.05], "gap_ev": 4.41, "total_energy_ev": -90518.6078, "charge": -1, "e_above_lowest_ev": 4.835}



# 7
{"formula": "C5H6O2", "method": "ωB97M-V/def2-TZVPD", "symbols": ["O", "O", "C", "C", "C", "C", "C", "H", "H", "H", "H", "H", "H"], "coordinates": [[1.0233, 2.2433, -0.1878], [1.2832, 2.2724, -2.5925], [-0.1516, -0.0942, 0.0643], [0.9792, 1.9744, -1.4749], [-0.1297, -0.1763, 1.5678], [0.2962, 0.9523, -0.6181], [-0.6490, -1.3854, -0.5596], [-1.1384, -0.2818, 1.8926], [-1.7275, -1.4952, -0.4819], [0.1737, 0.7251, 1.8968], [0.2792, -1.1622, 1.9080], [-0.0984, -2.0506, 0.0704], [-0.1403, -1.5218, -1.4850]], "lowdin_charge": [0.14, 0.14, -0.29, -0.44, -0.03, 0.05, -0.03, 0.08, 0.09, 0.04, 0.11, 0.06, 0.08], "gap_ev": 10.67, "total_energy_ev": -9374.1529, "smiles": "CC(C)=C1OC1=O", "e_above_lowest_ev": 2.943}



# 8
{"formula": "C3H3NO2", "method": "ωB97M-V/def2-TZVPD", "symbols": ["O", "O", "N", "C", "C", "C", "H", "H", "H"], "coordinates": [[-1.2505, -1.4681, -1.1232], [-0.2590, -1.9085, 2.7502], [-0.2346, -2.1015, -1.0756], [0.4068, 1.2786, 0.9148], [-0.0191, 0.2790, 1.6488], [-0.1706, -0.9071, 2.1456], [0.5302, 1.2307, -0.2644], [0.3751, -1.4891, -0.4998], [0.3882, 2.2534, 1.3764]], "lowdin_charge": [-0.07, 0.15, 0.04, 0.02, -0.10, -0.23, 0.11, 0.03, 0.05], "gap_ev": 8.26, "total_energy_ev": -8738.9336, "smiles": "C=C=C=O.N=O", "e_above_lowest_ev": 6.198}